(1)
{"formula": "C27H26IrN4O3STe", "method": "ωB97M-V/def2-TZVPD", "homo_lumo_gap_ev": [5.2, 5.2], "total_charge": -1, "e_tot_ev": -61492.77975, "e_above_lowest_kcal_mol": 36.91, "elements": ["Ir", "C", "C", "C", "C", "C", "C", "C", "C", "C", "C", "H", "H", "H", "H", "H", "H", "H", "H", "H", "H", "H", "H", "H", "H", "H", "N", "C", "C", "C", "C", "C", "C", "C", "N", "C", "C", "N", "C", "H", "H", "H", "H", "H", "H", "H", "Te", "O", "C", "N", "S", "O", "O", "C", "C", "C", "C", "C", "C", "H", "H", "H", "H"], "coordinates": [[0.15787, 0.34434, 0.02254], [1.95476, -0.20394, 0.90969], [1.23328, -1.35521, 1.38847], [1.41834, -2.43428, 0.43081], [1.94971, -1.89821, -0.69665], [2.17391, -0.45888, -0.49963], [3.13772, 0.28326, -1.37889], [2.24582, -2.58525, -1.98473], [1.03471, -3.85702, 0.68414], [0.70155, -1.53360, 2.77161], [2.72684, 0.71969, 1.80961], [3.37561, 1.26263, -0.96835], [2.70816, 0.45229, -2.36758], [4.06944, -0.28157, -1.49960], [1.60987, -2.17890, -2.77163], [2.07313, -3.65937, -1.92100], [3.28498, -2.42102, -2.28501], [1.50885, -4.22979, 1.59801], [1.35588, -4.50100, -0.13466], [-0.03932, -3.96975, 0.81561], [-0.23126, -2.09938, 2.74962], [0.52201, -0.57084, 3.24862], [1.41298, -2.09548, 3.39055], [3.13350, 1.56291, 1.25587], [3.55179, 0.16053, 2.26699], [2.10042, 1.12311, 2.60441], [-8.64069, 6.44333, 0.62123], [-7.80012, 5.66161, 0.69750], [-6.76071, 4.69316, 0.79149], [-7.06595, 3.35641, 1.05756], [-6.05910, 2.41890, 1.14763], [-4.72798, 2.79968, 0.98725], [-4.41859, 4.13470, 0.72520], [-5.42587, 5.06987, 0.62082], [-3.70389, 1.84978, 1.09070], [-3.73986, 0.64198, 1.77302], [-2.52560, 0.06981, 1.58544], [-1.74997, 0.89691, 0.80730], [-2.47695, 1.94269, 0.51931], [-8.09850, 3.05934, 1.17961], [-6.30435, 1.38025, 1.31910], [-3.38608, 4.43929, 0.61992], [-5.18487, 6.10424, 0.41791], [-4.59281, 0.32006, 2.34111], [-2.15983, -0.88299, 1.92609], [-2.13560, 2.74812, -0.10797], [0.70607, 2.76462, -0.38903], [-1.95700, -2.85007, 0.94891], [-1.92940, -2.44857, -0.21448], [-1.16872, -1.45195, -0.70276], [-1.59714, -1.04080, -2.22470], [-0.48282, -1.10198, -3.13107], [-2.36386, 0.17967, -2.21588], [-2.69440, -2.41299, -2.48661], [-3.38931, -2.81121, -3.60893], [-4.19918, -3.93455, -3.49236], [-4.30205, -4.61694, -2.28236], [-3.59860, -4.19487, -1.16154], [-2.78758, -3.08051, -1.28249], [-3.30055, -2.27074, -4.54189], [-4.75777, -4.28459, -4.35119], [-4.94027, -5.48970, -2.22091], [-3.66545, -4.71103, -0.21286]], "forces_ev_per_angstrom": [[0.34, -0.46, 0.47], [0.42, -0.27, -0.04], [-0.47, 0.74, -0.35], [0.01, -0.12, -0.09], [0.05, -0.27, -0.06], [-0.30, 0.33, 0.32], [-0.01, 0.05, -0.01], [0.00, 0.04, 0.01], [0.04, 0.03, 0.02], [0.14, -0.11, 0.06], [-0.12, 0.06, -0.10], [-0.03, 0.01, -0.02], [0.04, -0.02, -0.02], [0.01, 0.00, 0.02], [-0.03, 0.00, -0.07], [0.00, 0.00, -0.02], [0.00, -0.02, -0.01], [0.01, 0.00, 0.00], [-0.02, 0.00, 0.00], [-0.07, -0.04, 0.02], [0.00, 0.01, 0.01], [-0.01, 0.01, 0.02], [0.00, 0.01, 0.03], [0.00, 0.01, 0.00], [0.01, 0.01, 0.00], [-0.01, 0.00, 0.03], [0.04, -0.04, 0.01], [-0.36, 0.34, -0.05], [0.45, -0.43, 0.05], [-0.05, 0.24, -0.04], [0.14, -0.12, 0.00], [-0.18, 0.19, -0.03], [0.11, -0.12, 0.03], [-0.21, 0.03, 0.01], [-0.01, -0.04, 0.04], [0.06, -0.12, 0.05], [-0.16, 0.03, 0.20], [-0.04, 0.06, -0.25], [0.18, -0.03, -0.12], [0.00, -0.01, 0.00], [0.00, 0.00, 0.00], [0.00, 0.00, 0.00], [0.01, 0.00, 0.00], [-0.01, 0.02, 0.01], [0.01, -0.02, 0.01], [-0.03, 0.02, -0.03], [-0.02, -0.17, 0.12], [-0.03, 0.00, -0.16], [0.01, -0.19, 0.33], [0.12, 0.34, -0.26], [0.20, 0.17, -0.11], [-0.11, -0.17, -0.06], [-0.18, -0.06, -0.09], [0.09, 0.04, 0.27], [0.01, 0.04, -0.06], [0.00, 0.01, 0.01], [-0.03, -0.03, -0.02], [0.03, 0.04, 0.02], [-0.05, 0.01, -0.11], [-0.01, 0.00, -0.01], [0.00, 0.00, -0.01], [0.00, 0.00, 0.01], [0.00, 0.00, 0.01]]}

=====

(2)
{"formula": "C20H41N4O3PS", "method": "ωB97M-V/def2-TZVPD", "homo_lumo_gap_ev": [7.2, 7.2], "spin_multiplicity": 2, "total_charge": 1, "e_tot_ev": -53623.18430, "elements": ["C", "C", "O", "C", "N", "C", "C", "O", "C", "P", "S", "C", "C", "C", "C", "N", "O", "C", "C", "C", "C", "H", "H", "H", "H", "H", "H", "H", "H", "H", "H", "H", "H", "H", "H", "H", "H", "H", "H", "H", "H", "H", "H", "H", "H", "H", "H", "H", "H", "H", "H", "C", "C", "N", "C", "C", "N", "C", "C", "H", "H", "H", "H", "H", "H", "H", "H", "H", "H", "H"], "coordinates": [[5.63296, 0.92332, 0.66052], [5.13867, 1.03343, -0.77527], [5.50971, 2.30251, -1.32454], [5.72832, -0.03694, -1.69968], [4.70151, -0.85004, -2.37216], [4.45115, -2.15221, -1.74407], [3.35323, -2.08119, -0.68542], [2.23529, -2.87332, -1.05810], [1.04199, -2.17658, -1.29099], [-0.10468, -3.54546, -1.88980], [0.72320, -4.99616, -2.88736], [1.19334, -1.19498, -2.46843], [0.19676, -0.00210, -2.58368], [0.91445, 1.33888, -2.84650], [-0.73022, -0.21454, -3.78340], [-0.63737, 0.08745, -1.34384], [-1.72052, -0.59911, -1.38773], [0.05034, -0.12030, -0.03385], [1.26290, 0.78351, 0.18875], [-0.97991, 0.18184, 1.06804], [0.48023, -1.59158, 0.02517], [5.68501, -0.11719, 0.97708], [6.64334, 1.32832, 0.69518], [5.00773, 1.48943, 1.34692], [4.05085, 0.93750, -0.80712], [4.87287, 2.95967, -1.05997], [6.29838, 0.48836, -2.46063], [6.41201, -0.67684, -1.13608], [5.03769, -1.04461, -3.30419], [4.09674, -2.83414, -2.51609], [5.36059, -2.59141, -1.32485], [3.07166, -1.03534, -0.55742], [3.71582, -2.43623, 0.27985], [-1.06283, -2.87097, -2.64953], [-0.78442, -3.96398, -0.73708], [1.09025, -1.77995, -3.38459], [2.21754, -0.82278, -2.49265], [1.84907, 1.16917, -3.37512], [0.29151, 1.95696, -3.49209], [1.08462, 1.92192, -1.95542], [-0.99751, -1.25411, -3.93513], [-1.61792, 0.40495, -3.70106], [-0.18845, 0.10563, -4.67304], [0.95761, 1.81827, 0.33469], [1.99213, 0.73036, -0.60875], [1.74893, 0.45871, 1.10785], [-1.25769, -0.71980, 1.60842], [-0.58061, 0.88614, 1.79660], [-1.86211, 0.64384, 0.63226], [-0.39049, -2.17100, 0.32879], [1.21257, -1.69595, 0.82252], [-6.38498, 2.25064, 5.81459], [-5.95533, 2.79048, 4.46260], [-5.37365, 1.74048, 3.60886], [-4.32958, 0.90864, 3.94399], [-4.08926, 0.12578, 2.86564], [-4.97898, 0.49612, 1.88658], [-5.74307, 1.47337, 2.36183], [-5.05555, -0.07134, 0.53425], [-5.53470, 1.90500, 6.40129], [-6.87484, 3.04218, 6.37728], [-7.08436, 1.42282, 5.70252], [-5.21426, 3.58190, 4.56711], [-6.80586, 3.20080, 3.92228], [-3.86337, 0.95881, 4.91085], [-3.37653, -0.65693, 2.67869], [-6.53156, 1.97000, 1.82284], [-4.84776, 0.70293, -0.19925], [-6.04426, -0.48995, 0.36706], [-4.30831, -0.85310, 0.44403]], "forces_ev_per_angstrom": [[0.15, -0.01, -0.26], [0.09, 0.09, 0.06], [0.11, -0.28, -0.21], [-0.36, -0.04, -0.01], [0.43, -0.24, -0.08], [-0.19, 0.14, -0.20], [0.29, 0.13, 0.20], [0.10, -0.18, 0.08], [-0.54, 0.02, 0.09], [0.74, -0.90, -0.57], [-0.17, 0.35, 0.15], [0.03, 0.23, -0.09], [0.00, 0.28, -0.32], [-0.38, 0.01, -0.11], [0.21, 0.01, -0.07], [0.30, -0.95, 0.01], [-0.35, 0.29, -0.06], [0.10, 0.42, 0.33], [-0.18, 0.01, 0.01], [0.11, 0.25, 0.14], [-0.27, 0.13, -0.27], [-0.16, -0.07, 0.14], [0.07, 0.00, 0.09], [-0.03, 0.05, 0.10], [0.00, -0.03, -0.05], [-0.24, 0.35, 0.19], [0.10, 0.04, -0.03], [0.14, -0.05, 0.01], [-0.06, 0.11, -0.12], [-0.03, -0.08, 0.00], [0.12, 0.04, 0.07], [-0.03, -0.04, 0.05], [-0.05, -0.15, 0.06], [-0.23, 0.25, 0.33], [-0.15, 0.16, 0.12], [0.16, -0.04, -0.10], [0.03, 0.06, 0.18], [0.14, 0.00, 0.07], [-0.06, 0.03, -0.01], [0.23, 0.06, 0.17], [-0.27, -0.03, 0.10], [-0.12, -0.02, 0.01], [0.07, -0.06, -0.05], [0.02, 0.12, -0.15], [0.09, -0.02, -0.07], [0.03, -0.01, 0.07], [-0.15, -0.09, -0.03], [0.12, -0.02, 0.06], [-0.11, -0.10, -0.01], [-0.04, -0.05, 0.04], [0.12, -0.14, -0.02], [0.03, -0.09, -0.04], [-0.05, 0.04, 0.14], [0.01, 0.07, -0.08], [-0.08, 0.07, 0.08], [0.04, -0.09, -0.18], [-0.03, 0.00, -0.06], [0.00, -0.02, 0.01], [-0.03, 0.02, -0.01], [0.01, 0.02, 0.01], [0.00, 0.02, 0.01], [-0.03, 0.02, -0.01], [0.02, -0.01, -0.01], [0.00, -0.02, -0.05], [0.05, -0.08, -0.02], [0.06, 0.03, 0.14], [-0.01, 0.01, 0.00], [0.04, 0.00, -0.01], [-0.01, -0.02, 0.02], [0.05, 0.01, -0.01]]}

=====

(3)
{"formula": "CH6FN3", "method": "ωB97M-V/def2-TZVPD", "homo_lumo_gap_ev": 10.4, "smiles": "N=C(N)N.F", "total_charge": 0, "e_tot_ev": -8322.57181, "e_above_lowest_kcal_mol": 0.00, "elements": ["N", "C", "N", "N", "H", "H", "H", "H", "H", "F", "H"], "coordinates": [[0.05876, -0.89242, -0.44493], [-0.24300, 0.13703, 0.21419], [0.74128, 0.93228, 0.68229], [-1.50152, 0.42482, 0.65327], [-0.70081, -1.63551, -0.67260], [1.59658, 0.95862, 0.12417], [0.30029, 1.83507, 0.87085], [-1.36682, 1.12346, 1.38333], [-2.21928, -0.27521, 0.73726], [2.03898, -1.32220, -2.09725], [1.29554, -1.28594, -1.45059]], "forces_ev_per_angstrom": [[-0.69, -3.52, -2.13], [-0.83, -2.57, -0.08], [-0.05, 2.03, 0.16], [0.56, 1.92, 0.74], [1.39, 2.28, 0.75], [-0.52, -0.01, 0.27], [1.20, 0.11, -0.05], [-1.39, -0.56, 0.09], [0.28, 0.04, 0.08], [-0.54, -0.12, 0.47], [0.59, 0.42, -0.29]]}

=====

(4)
{"formula": "C4H10NO2", "method": "ωB97M-V/def2-TZVPD", "homo_lumo_gap_ev": 7.6, "smiles": "C[C@H](O)CNC[O-]", "total_charge": -1, "e_tot_ev": -9895.00855, "e_above_lowest_kcal_mol": 56.20, "elements": ["C", "C", "O", "C", "N", "C", "O", "H", "H", "H", "H", "H", "H", "H", "H", "H", "H"], "coordinates": [[0.16149, 1.01495, -2.14903], [0.61726, 0.29622, -0.85580], [0.84599, -1.06780, -1.12115], [-0.54357, 0.42338, 0.16559], [-0.07728, 0.26570, 1.55087], [-0.15586, -1.15343, 2.01810], [0.51687, -1.92454, 1.11800], [0.15690, 2.09446, -1.96027], [0.86841, 0.86298, -2.95647], [-0.83790, 0.63284, -2.34044], [1.53067, 0.68231, -0.37812], [0.73301, -1.55854, -0.18155], [-1.22300, -0.36902, -0.17893], [-1.06814, 1.38851, 0.16922], [-0.57754, 0.97175, 2.07630], [-1.22378, -1.43320, 2.00033], [0.27648, -1.12658, 3.02336]], "forces_ev_per_angstrom": [[0.92, 0.08, 1.24], [-0.49, -0.50, -0.07], [-0.07, 0.28, -0.67], [0.82, -0.04, 0.40], [-0.16, 0.26, -0.54], [0.49, 0.59, -1.98], [-0.02, -0.54, 1.39], [-0.35, -0.01, -0.02], [-0.11, -0.39, -0.31], [-0.05, 0.11, -0.52], [-0.17, 0.60, -0.27], [-0.07, 0.50, -0.07], [-0.34, 0.03, 0.36], [0.18, 0.01, -0.63], [-0.09, -0.50, 0.67], [-0.37, -0.16, 0.62], [-0.12, -0.33, 0.42]]}

=====

(5)
{"formula": "C5H12NO", "method": "ωB97M-V/def2-TZVPD", "homo_lumo_gap_ev": [8.1, 8.1], "total_charge": 1, "e_tot_ev": -8905.60253, "e_above_lowest_kcal_mol": 115.92, "elements": ["C", "C", "C", "C", "C", "N", "O", "H", "H", "H", "H", "H", "H", "H", "H", "H", "H", "H", "H"], "coordinates": [[-1.18025, 1.19333, -0.32142], [1.08858, 0.27369, 0.22486], [0.88745, -1.11948, 0.75475], [1.92774, 0.38623, -0.91861], [-2.46099, -0.69474, -0.13300], [0.47430, 1.37134, 0.83718], [-2.20011, 0.63620, 0.10014], [-0.46892, 0.55191, -1.01384], [0.87532, -1.85889, 0.00499], [-0.12675, -1.29560, 1.24747], [1.67456, -1.52246, 1.44567], [2.18718, -0.54206, -1.38560], [2.77072, 1.07926, -0.65749], [1.36066, 0.94325, -1.73649], [-2.68658, -1.09025, 0.89507], [-1.66973, -1.12711, -0.77265], [-3.39133, -0.84105, -0.64935], [0.73134, 2.26409, 0.31589], [0.20682, 1.39237, 1.76243]], "forces_ev_per_angstrom": [[1.79, 1.31, -2.24], [-2.89, -0.13, 3.29], [-1.37, -0.17, 2.44], [0.44, 3.18, -2.18], [-1.01, -2.79, 0.75], [4.11, -0.97, -5.37], [-0.58, 1.26, 0.72], [-1.37, 0.20, 0.72], [0.18, -0.51, -1.48], [1.40, 0.64, -0.19], [-0.47, 0.91, -0.31], [0.52, -0.44, 0.24], [-0.21, -0.88, -0.51], [0.75, -0.29, 0.80], [0.86, -0.42, -1.12], [-0.19, -0.18, 0.83], [-0.51, 0.44, -0.44], [-0.68, -1.23, 1.72], [-0.75, 0.06, 2.34]]}

=====

(6)
{"formula": "C13H23BCrN6OSi", "method": "ωB97M-V/def2-TZVPD", "homo_lumo_gap_ev": [7.3, 9.5], "spin_multiplicity": 5, "total_charge": 0, "e_tot_ev": -61822.01875, "elements": ["H", "N", "B", "N", "C", "Cr", "H", "C", "H", "C", "H", "C", "H", "H", "H", "N", "N", "N", "N", "C", "C", "H", "H", "C", "C", "C", "C", "H", "H", "H", "H", "H", "C", "Si", "C", "C", "O", "H", "H", "H", "H", "H", "H", "H", "H", "H"], "coordinates": [[-0.28063, 2.86005, 0.98884], [0.10795, 1.60126, -0.71514], [0.73593, 0.74429, -3.01318], [0.60122, 1.89863, -1.98351], [0.86729, 3.21553, -2.06662], [-0.36773, -0.30006, -0.22091], [1.24386, 3.64951, -2.97686], [0.52158, 3.79845, -0.85994], [0.60666, 4.84268, -0.61122], [0.04975, 2.77186, -0.03441], [1.12503, 1.10840, -4.06840], [-1.73397, -2.27012, 0.71353], [-2.11127, -2.43755, 1.73346], [-0.78039, -2.81683, 0.58903], [-2.46655, -2.66813, -0.00020], [-0.69936, 0.13099, -3.08803], [1.64414, -0.34935, -2.34147], [-1.31830, -0.35895, -1.95417], [1.25879, -0.90370, -1.11861], [-1.51641, -0.02530, -4.13846], [2.76345, -0.95627, -2.75920], [-1.17668, 0.27976, -5.10863], [3.17749, -0.70782, -3.72986], [-2.69898, -0.62097, -3.69467], [3.12352, -1.91988, -1.81527], [-2.54246, -0.81054, -2.32520], [2.16456, -1.84911, -0.80885], [-3.53687, -0.89949, -4.30149], [3.94958, -2.59431, -1.88076], [-3.22786, -1.24852, -1.62906], [2.08288, -2.41504, 0.11396], [-1.67060, -1.12486, 0.61353], [-1.65593, 0.65320, 3.91178], [0.00306, 0.02880, 3.20649], [1.42068, 1.14274, 3.78491], [0.24242, -1.72746, 3.90199], [0.02149, 0.05433, 1.60825], [-1.59748, 0.65590, 5.01040], [-2.50665, 0.01711, 3.62177], [-1.88070, 1.67661, 3.57913], [1.46080, 1.21021, 4.87985], [2.38522, 0.75663, 3.42701], [1.31486, 2.15811, 3.37729], [-0.56432, -2.42069, 3.61965], [1.19225, -2.16528, 3.56322], [0.26864, -1.66483, 5.00001]], "forces_ev_per_angstrom": [[-0.05, -0.41, -0.09], [0.33, 2.53, -0.72], [-0.39, -0.37, 1.49], [-0.26, 0.07, 1.29], [-0.46, -0.49, 0.44], [-1.10, 0.83, 1.87], [0.07, -0.02, -0.01], [0.08, 0.35, 0.02], [0.00, -0.01, 0.02], [0.62, -0.65, -1.46], [0.14, 0.02, -0.25], [-0.09, 0.29, -0.10], [0.25, 0.18, -0.36], [-0.41, 0.50, 0.08], [0.26, 0.19, 0.16], [-0.91, -0.77, 0.57], [-0.33, -0.74, 1.10], [-0.97, -0.17, -1.97], [2.86, -0.87, -1.79], [-0.23, -0.31, 0.77], [-0.29, -0.39, 0.29], [-0.12, 0.05, -0.22], [0.08, -0.02, 0.29], [0.29, 0.17, -0.41], [0.12, 0.23, -0.52], [1.56, 0.72, -0.69], [-0.36, 0.87, -0.73], [-0.17, 0.01, -0.07], [0.28, -0.13, 0.02], [-0.03, -0.02, 0.26], [-0.03, 0.19, -0.21], [-1.05, -1.71, 0.68], [0.26, -0.01, 0.01], [-0.01, -0.01, 0.07], [-0.13, -0.11, 0.21], [0.08, 0.22, 0.06], [0.10, -0.21, -0.06], [-0.11, 0.04, -0.20], [0.27, 0.10, 0.05], [0.08, -0.20, 0.08], [0.08, 0.07, -0.15], [-0.22, 0.00, 0.08], [-0.06, -0.21, 0.11], [0.16, 0.25, 0.08], [-0.17, 0.11, 0.09], [0.01, -0.15, -0.19]]}